(1)
The following is a DFT calculation (wB97M-V/def2-TZVPD) of C4H17CuNP as an isolated structure at a distorted geometry.

Structure (XYZ):
```
24
Properties=species:S:1:pos:R:3:lowdin_spin:R:1
C -0.309 0.237 -3.138 0.023
Cu -0.076 -1.646 -0.306 0.407
N -0.942 -2.610 1.156 0.033
H 0.352 -2.390 -1.589 0.023
H -0.285 -2.763 1.922 0.029
H -0.779 -0.560 -2.536 0.021
H 0.041 -0.185 -4.090 0.002
H 0.560 0.630 -2.593 0.001
H -1.039 1.031 -3.345 0.005
H -1.707 -2.029 1.503 0.030
H -1.317 -3.509 0.857 0.012
C 1.928 1.023 0.260 0.056
P 0.283 0.281 0.549 0.095
C 0.189 0.409 2.371 0.053
C -0.867 1.632 0.101 0.048
H 2.685 0.313 0.612 0.033
H 2.027 1.978 0.794 0.014
H 2.061 1.182 -0.817 0.007
H 0.502 1.404 2.706 0.012
H -0.839 0.241 2.706 0.010
H 0.837 -0.342 2.834 0.037
H -0.626 2.541 0.668 0.011
H -0.800 1.834 -0.973 0.005
H -1.878 1.294 0.347 0.031
```

Values from the calculation:
multiplicity = 2
HOMO (spin up / spin down) = 1.23 / -3.18 eV
orbital gap (spin up / spin down) = 2.309 / 6.766 eV
strongest force on any atom = 2.1 eV/A
expectation value of S² = 0.752
total charge = -1



(2)
The following is a DFT calculation (wB97M-V/def2-TZVPD) of a 2-piece molecular cluster, C3H3N2O4P overall at a distorted geometry.

Structure (XYZ):
```
13
Properties=species:S:1:pos:R:3:mulliken_charge:R:1
C 1.039 1.469 0.754 -0.599
C 1.188 0.470 -0.072 -0.258
C 0.369 0.970 1.940 0.433
N 0.716 -0.701 0.600 0.200
N -0.001 -0.323 1.759 -0.841
O 2.068 -2.256 -2.494 -0.650
O 0.562 -3.990 -1.440 -0.630
O 0.215 1.599 3.018 -0.847
O -0.561 -2.165 -2.786 -0.640
P 0.685 -2.725 -2.152 0.932
H 1.269 2.504 0.800 0.373
H 1.803 0.597 -0.906 0.383
H 0.379 -1.567 0.079 0.145
```

Values from the calculation:
HOMO = 0.34 eV
orbital gap = 6.028 eV
strongest force on any atom = 3.3 eV/A
total charge = -2



(3)
The following is a DFT calculation (wB97M-V/def2-TZVPD) of a 2-piece molecular cluster, H4O2 overall at a distorted geometry.

Structure (XYZ):
```
6
Properties=species:S:1:pos:R:3:mulliken_charge:R:1
O -1.220 -0.119 -0.196 -0.658
H -1.029 0.803 0.215 0.332
H -2.146 -0.125 0.070 0.306
O 1.796 0.036 -0.160 -0.620
H 1.721 -0.847 0.227 0.317
H 0.878 0.251 -0.156 0.323
```

Values from the calculation:
HOMO = -11.28 eV
orbital gap = 11.804 eV
structure (SMILES) = O.O
strongest force on any atom = 3.3 eV/A
total charge = 0